1.
A cluster of 7 separate species, C53H93BrF3N2O11 in total in a non-equilibrium geometry. Source: the Open Molecules 2025 dataset; level of theory: ωB97M-V/def2-TZVPD.

Each line ends with the Löwdin charge.
Element x y z (Å)
C  1.7850  -3.5186  0.2204  0.07
C  0.4192  -3.1814  0.7912  -0.09
N  -0.7877  -3.0077  -0.1512  -0.03
C  -1.2071  -1.5576  -0.2224  -0.12
C  0.1492  -0.5773  -0.2408  -0.11
O  -0.1557  0.7255  -0.8702  -0.22
C  1.0329  1.3346  -1.4854  -0.14
C  1.8986  2.1687  -0.3435  -0.15
O  2.8631  3.0042  -1.1015  -0.23
C  4.2268  2.4129  -0.9242  -0.14
C  4.7329  2.9568  0.5699  -0.18
O  6.1456  2.6072  0.7928  -0.21
C  6.1315  1.4935  1.7888  -0.26
C  7.7366  1.2695  2.1941  -0.10
C  -2.3346  -1.0885  0.8668  -0.33
C  -1.7307  -0.6587  2.3388  -0.12
C  -2.8623  -0.7391  3.5622  -0.22
C  -2.5866  -1.9857  4.6121  -0.12
C  -3.1923  0.1441  0.1292  -0.09
C  -3.3129  1.4964  1.0461  -0.14
C  -4.7234  1.7361  1.9125  -0.03
C  -4.8981  3.0760  2.8984  -0.01
C  -3.7182  4.2222  3.0738  -0.18
C  -3.7980  5.5359  4.0516  -0.11
C  -2.3521  4.0149  2.1915  -0.02
C  -2.1759  2.6735  1.2082  -0.01
N  -3.3419  -2.1886  1.1124  -0.04
C  -3.3667  -3.2016  -0.0161  -0.12
C  -1.8994  -4.0027  0.0876  -0.31
C  -1.8813  -5.0619  -1.1566  -0.10
C  -3.1318  -6.0971  -1.2582  -0.54
O  -4.4055  -5.8273  -1.5478  -0.06
Br  -2.7165  -8.0760  -0.9819  0.71
C  -1.9265  -4.6788  1.5873  -0.03
C  -1.0672  -6.0595  1.7575  -0.19
O  -2.0186  -7.1444  2.1726  -0.11
C  0.0416  -6.0031  3.0100  -0.17
F  -0.4648  -5.2588  4.1959  0.02
F  0.1570  -7.4401  3.4636  0.00
F  1.4005  -5.6127  2.5695  0.01
H  2.6837  -2.7908  0.4758  0.11
H  1.9629  -4.4383  -0.5134  0.11
H  0.3623  -3.1247  1.9579  0.14
H  -0.3837  -3.2293  -1.1119  0.18
H  -1.6790  -1.4047  -1.3088  0.18
H  1.0240  -1.0517  -0.9004  0.13
H  0.5967  -0.3973  0.8251  0.14
H  1.6812  0.6144  -2.1412  0.12
H  0.6239  2.1708  -2.2331  0.15
H  2.3953  1.4293  0.4155  0.12
H  1.1339  2.9269  0.1605  0.14
H  4.1183  1.2415  -0.9705  0.12
H  4.8892  2.8534  -1.8083  0.15
H  4.5047  4.1216  0.6762  0.15
H  4.0779  2.4248  1.3836  0.10
H  5.6066  1.8081  2.8100  0.13
H  5.6430  0.5120  1.3402  0.13
H  8.2959  0.9284  1.2122  0.09
H  7.7545  0.4234  3.0094  0.08
H  8.1487  2.2636  2.6544  0.09
H  -1.1253  0.3493  2.3394  0.11
H  -0.9354  -1.5042  2.6178  0.09
H  -2.6785  0.2535  4.1996  0.12
H  -3.9655  -0.6670  3.1770  0.09
H  -3.6148  -2.5041  4.8185  0.08
H  -2.2386  -1.5192  5.6541  0.09
H  -1.7256  -2.7091  4.2854  0.05
H  -4.3121  -0.2075  -0.0895  0.13
H  -2.7498  0.4505  -0.9100  0.12
H  -5.6245  0.9884  1.9099  0.08
H  -5.8916  3.2709  3.5311  0.10
H  -4.6258  6.3264  3.7237  0.10
H  -3.8704  5.2709  5.2119  0.08
H  -2.7624  6.1174  3.9424  0.08
H  -1.4998  4.8304  2.2855  0.09
H  -1.1596  2.6084  0.6316  0.06
H  -4.2901  -1.8331  1.3609  0.12
H  -4.2622  -3.9463  0.2475  0.15
H  -3.5708  -2.7576  -1.0776  0.14
H  -0.8394  -5.6425  -1.1874  0.13
H  -1.8863  -4.4121  -2.1583  0.16
H  -1.7085  -3.8735  2.4420  0.11
H  -3.0685  -4.9806  1.7699  0.17
H  -0.4489  -6.3920  0.8221  0.15
H  -1.6989  -8.0339  1.7995  0.10
C  0.7946  3.0901  -6.1676  -0.18
C  1.2499  4.2532  -5.3247  -0.18
C  2.5936  3.7729  -4.8213  -0.20
O  3.1306  2.9067  -5.8305  -0.15
C  2.0944  2.6132  -6.7778  -0.21
H  0.0447  3.3570  -6.9166  0.12
H  0.3743  2.3077  -5.5245  0.11
H  1.3826  5.1394  -5.9565  0.12
H  0.5585  4.5090  -4.5178  0.12
H  2.4876  3.1885  -3.9012  0.10
H  3.2896  4.5957  -4.6339  0.12
H  2.3221  3.1571  -7.7010  0.12
H  2.0874  1.5419  -6.9966  0.12
C  -5.9658  8.1591  7.8259  -0.18
C  -7.2394  7.3644  7.9567  -0.18
C  -7.6462  7.1777  6.5112  -0.20
O  -6.4375  7.1442  5.7398  -0.15
C  -5.3518  7.5696  6.5749  -0.22
H  -5.3105  8.0859  8.6975  0.12
H  -6.2035  9.2170  7.6628  0.12
H  -7.0239  6.3910  8.4129  0.12
H  -8.0076  7.8602  8.5555  0.12
H  -8.2466  8.0215  6.1551  0.12
H  -8.2112  6.2550  6.3506  0.12
H  -4.7450  6.6881  6.8086  0.09
H  -4.7299  8.2880  6.0338  0.12
C  -1.5724  4.1940  9.2161  -0.18
C  -2.1235  2.8895  8.7012  -0.18
C  -3.5514  3.2597  8.3640  -0.20
O  -3.5442  4.6431  7.9852  -0.16
C  -2.2701  5.2037  8.3312  -0.21
H  -0.4829  4.2622  9.1636  0.12
H  -1.8758  4.3390  10.2598  0.12
H  -1.5889  2.5948  7.7904  0.11
H  -2.0538  2.0685  9.4193  0.12
H  -4.2056  3.1554  9.2361  0.12
H  -3.9592  2.6566  7.5477  0.12
H  -1.7140  5.3677  7.4017  0.12
H  -2.4138  6.1679  8.8266  0.12
C  4.2981  -2.3460  -4.2436  -0.17
C  4.9195  -0.9823  -4.4011  -0.16
C  3.9647  -0.1068  -3.6193  -0.20
O  3.4175  -0.9196  -2.5719  -0.19
C  3.7613  -2.2880  -2.8301  -0.21
H  4.9997  -3.1694  -4.3996  0.12
H  3.4703  -2.4609  -4.9534  0.12
H  5.9094  -0.9692  -3.9299  0.13
H  5.0320  -0.6677  -5.4417  0.11
H  3.1340  0.2342  -4.2462  0.12
H  4.4574  0.7687  -3.1865  0.11
H  4.5259  -2.5830  -2.1032  0.12
H  2.8820  -2.9223  -2.6886  0.10
C  6.6634  1.0603  -9.3732  -0.18
C  7.1890  -0.3510  -9.3215  -0.18
C  6.3593  -0.9576  -8.2109  -0.21
O  5.0916  -0.2869  -8.2247  -0.15
C  5.1928  0.8615  -9.0780  -0.20
H  6.8426  1.5614  -10.3278  0.12
H  7.1265  1.6582  -8.5792  0.12
H  6.9758  -0.8610  -10.2683  0.12
H  8.2639  -0.4135  -9.1339  0.12
H  6.8184  -0.7844  -7.2318  0.11
H  6.2082  -2.0332  -8.3401  0.12
H  4.6300  0.6480  -9.9933  0.12
H  4.7425  1.7278  -8.5856  0.11
C  -0.8605  -9.4504  -4.5379  -0.18
C  -0.7819  -9.1212  -6.0063  -0.18
C  -0.8753  -7.6110  -5.9979  -0.20
O  -0.2887  -7.1646  -4.7675  -0.15
C  -0.0977  -8.3019  -3.9147  -0.22
H  -0.4425  -10.4276  -4.2835  0.12
H  -1.9060  -9.4275  -4.2079  0.11
H  0.1908  -9.4332  -6.4046  0.12
H  -1.5643  -9.5938  -6.6055  0.12
H  -1.9182  -7.2771  -6.0113  0.12
H  -0.3517  -7.1539  -6.8425  0.12
H  0.9764  -8.5138  -3.8762  0.12
H  -0.4436  -8.0673  -2.9042  0.06

Its total charge is +1. Its HOMO-LUMO gap is 5.842 eV. Its LUMO energy is -0.1538 Ha.

2.
A cluster of 2 separate species, C2H2O4 in total in a non-equilibrium geometry. Source: the Open Molecules 2025 dataset; level of theory: ωB97M-V/def2-TZVPD.

Each line ends with the Löwdin charge.
Element x y z (Å)
C  -1.5936  -0.2220  -0.0676  -0.30
C  1.6591  0.0842  0.2315  -0.30
O  -2.1366  -0.1602  -1.1695  0.06
O  2.2863  -0.2641  1.1677  0.11
O  -1.9879  -0.0165  1.1379  0.11
O  1.8560  0.0702  -1.0877  0.06
H  -2.8741  0.3821  1.1846  0.13
H  2.7906  0.1263  -1.3969  0.13

The relative energy (zero: lowest compared OMol25 entry of this formula, charge and spin) is 105.2 kcal/mol. Its HOMO-LUMO gap (spin up / spin down) is 8.437 / 8.238 eV. Its LUMO energy (spin up / spin down) is -0.0241 / -0.0269 Ha.